No. 1
The following is a quantum chemistry calculation of an isolated ion of composition C23H32IN4O3S3 and charge +1, from the Open Molecules 2025 dataset.

As for the total charge: +1. Its HOMO-LUMO gap is 0.189 hartree. The value obtained for the highest occupied orbital energy is -10.27 eV. Its SMILES is CCSCOC(=O)c1cc(CC(=O)N(C)C)[n+]([C@H](I)CC)cc1CCCSC(=S)n1ccnc1. The spin multiplicity is 1. Its max |F| is 0.1812 hartree/bohr.

Structure (XYZ):
```
66
Properties=species:S:1:pos:R:3:forces:R:3:nbo_charge:R:1
C 3.05904 3.50018 0.38521 -0.416 0.568 0.601 -0.643
C 2.84681 3.50517 2.01408 -0.475 0.198 -0.648 -0.530
S 4.05896 2.30394 2.87207 -0.584 -0.275 0.138 0.176
C 3.34243 0.54586 2.84374 0.071 0.255 -1.297 -0.214
O 1.98798 0.62684 3.48191 -1.588 -2.239 -3.216 -0.553
C 1.01569 -0.19676 2.69280 0.801 -5.598 2.206 0.747
O 0.89806 -1.50313 2.96695 0.484 9.048 -2.181 -0.469
C 0.20367 0.58209 1.49939 -1.268 1.893 -3.902 -0.020
C 0.89911 0.65310 0.00293 -3.962 1.664 1.374 -0.193
C 0.11386 1.45260 -1.23705 0.054 -0.918 2.659 0.311
C 0.93091 1.41377 -2.68420 -0.357 -1.099 0.982 -0.560
C 1.48024 -0.13114 -3.01314 4.279 -0.646 -4.060 0.686
O 2.56875 -0.18726 -3.82503 -6.680 0.606 5.404 -0.545
N 0.82067 -1.39817 -2.51596 1.819 0.994 -1.961 -0.514
C 1.80456 -2.53117 -2.80674 -0.304 -1.337 -0.339 -0.438
C -0.41566 -1.76602 -3.32289 -1.383 -0.009 -0.331 -0.450
N -1.24775 2.15246 -1.04763 2.519 -2.038 3.744 -0.416
C -1.87021 2.88742 -2.21694 -0.293 -0.910 -2.080 -0.183
I -3.04139 4.67926 -1.63632 0.724 -1.147 -0.251 0.195
C -2.77070 1.79630 -3.10628 1.154 0.907 -0.550 -0.433
C -2.72879 2.36539 -4.66349 0.085 0.198 0.222 -0.645
C -1.93426 2.07280 0.32469 2.836 -2.050 1.589 0.049
C -1.26270 1.30876 1.64571 1.613 0.137 -2.848 0.027
C -2.04628 1.30209 3.09791 -0.394 0.091 -0.727 -0.464
C -2.32748 -0.20633 3.69407 -0.549 -0.024 0.447 -0.430
C -3.17379 -1.17051 2.67187 -0.677 -0.234 1.659 -0.547
S -2.05188 -2.09718 1.47770 0.337 -1.009 0.759 0.225
C -1.64910 -3.77870 2.24491 -0.274 -1.793 1.425 -0.046
S -2.79998 -4.73124 3.12113 2.855 2.404 -1.902 0.065
N -0.22732 -4.31708 2.03998 3.504 -0.750 -1.122 -0.493
C 0.64392 -4.15813 0.78960 1.914 -0.978 0.404 -0.097
C 2.11275 -4.89674 0.90659 -7.382 1.985 3.819 -0.090
N 2.01551 -5.43647 2.32057 -4.467 2.371 -0.659 -0.442
C 0.66679 -5.09664 2.98021 3.038 -0.181 -3.578 0.164
H 4.02024 4.12918 0.11880 -1.903 -1.552 0.494 0.243
H 2.12716 4.06892 -0.07568 1.878 -1.311 0.699 0.208
H 3.13948 2.39180 -0.00417 -0.134 2.349 0.632 0.201
H 3.07825 4.59728 2.41633 -0.277 -2.540 -0.605 0.256
H 1.75068 3.24868 2.33917 2.087 0.378 -0.716 0.222
H 3.29380 0.23815 1.70998 -0.283 0.380 2.215 0.182
H 4.03177 -0.24676 3.37970 -1.371 1.992 -0.815 0.261
H 1.94357 0.11750 -0.15550 -2.570 1.327 0.032 0.287
H 0.26995 1.70712 -3.60550 1.336 -0.356 1.904 0.273
H 1.90492 2.06701 -2.55885 -2.116 -1.257 -0.465 0.306
H 2.86635 -2.35371 -2.34557 -2.198 -0.236 -1.079 0.239
H 1.31317 -3.51443 -2.34879 1.182 2.169 -0.827 0.214
H 1.81257 -2.68086 -3.98352 0.538 0.223 2.470 0.215
H -1.36368 -1.23046 -2.86140 1.921 -1.021 -1.157 0.210
H -0.26542 -1.52889 -4.47310 -0.412 -0.336 2.312 0.212
H -0.61184 -2.93224 -3.25841 0.543 2.553 0.122 0.247
H -1.07292 3.31194 -2.99646 -1.407 -1.022 2.352 0.268
H -3.85025 1.68869 -2.66871 2.148 0.101 -0.909 0.248
H -2.15051 0.79229 -3.06563 -1.490 1.914 0.023 0.217
H -1.60509 2.58428 -4.99966 -2.353 -0.570 0.828 0.206
H -3.30392 3.40665 -4.72957 1.104 -2.449 0.031 0.241
H -3.15551 1.56415 -5.40974 0.663 1.772 1.541 0.252
H -3.00588 2.54779 0.54735 2.730 -0.945 -1.136 0.288
H -1.44945 1.96957 3.87357 -1.141 -1.457 -1.724 0.270
H -3.11474 1.80439 2.92711 2.400 -0.978 0.314 0.236
H -3.00594 -0.05358 4.65900 1.431 -0.210 -2.062 0.246
H -1.36676 -0.76707 4.06045 -1.768 1.211 -0.887 0.250
H -3.72740 -1.98739 3.33087 1.098 1.667 -1.522 0.283
H -3.99147 -0.55604 2.08103 1.807 -1.396 0.967 0.243
H 0.17827 -3.54214 -0.09955 1.024 -1.408 2.022 0.217
H 2.97100 -4.94401 0.10870 -1.951 -0.069 2.112 0.265
H 0.41716 -5.44318 4.08941 0.448 0.987 -2.950 0.265
```
Forces are in eV/Å.

No. 2
The following is a quantum chemistry calculation of a 2-piece molecular cluster, ClFOS overall, from the Open Molecules 2025 dataset.

As for the relative energy (zero: lowest compared OMol25 entry of this formula, charge and spin): 5.724 eV. Its HOMO-LUMO gap (alpha / beta) is 0.285 / 0.280 hartree. The value obtained for the highest occupied orbital energy (alpha / beta) is -10.15 / -10.17 eV. The spin multiplicity is 1. Its max |F| is 0.0395 hartree/bohr.

Structure (XYZ):
```
4
Properties=species:S:1:pos:R:3:forces:R:3:nbo_charge:R:1
O 1.76388 1.13122 0.12802 -0.389 -0.234 0.047 -0.131
F -0.62953 -1.63300 -0.30505 0.361 1.033 0.842 -0.464
S -0.47158 -0.28001 0.61804 -1.270 -0.228 -1.568 0.734
Cl -2.12693 0.71924 -0.16102 1.297 -0.571 0.679 -0.140
```
Forces are in eV/Å.

No. 3
The following is a quantum chemistry calculation of a single C2H6O molecule, from the Open Molecules 2025 dataset.

As for the relative energy (zero: lowest compared OMol25 entry of this formula, charge and spin): 0.445 eV. Its HOMO-LUMO gap is 0.413 hartree. The value obtained for the highest occupied orbital energy is -10.17 eV. Its SMILES is CCO. The spin multiplicity is 1. Its max |F| is 0.0608 hartree/bohr.

Structure (XYZ):
```
9
Properties=species:S:1:pos:R:3:forces:R:3:nbo_charge:R:1
C 0.12874 -0.34850 -0.43654 1.045 -1.732 0.237 -0.056
O -1.24100 0.08270 -0.37735 1.166 -0.266 -0.050 -0.711
C 1.05508 0.23538 0.69974 -2.689 -1.408 -0.751 -0.642
H 0.23793 -1.50040 -0.37920 -0.722 1.480 0.334 0.146
H 0.58834 -0.22498 -1.42829 -0.605 0.917 0.088 0.167
H -1.33713 0.51014 0.47913 -0.190 -0.027 -0.058 0.463
H 0.69235 1.21693 0.98034 0.448 0.428 -0.114 0.203
H 0.85937 -0.44278 1.54090 0.621 0.364 0.091 0.207
H 2.04817 0.18194 0.32326 0.926 0.245 0.222 0.222
```
Forces are in eV/Å.